{"formula": "C5H27N2O8", "method": "ωB97M-V with the def2-TZVPD basis set", "relative_energy_ev": 0.6734, "charge": 1, "species": ["N", "C", "C", "C", "C", "C", "N", "O", "H", "H", "H", "H", "H", "H", "H", "H", "H", "H", "H", "H", "H", "H", "H", "O", "H", "H", "O", "H", "H", "O", "H", "H", "O", "H", "H", "O", "H", "H", "O", "H", "H", "O"], "positions_angstrom": [[-0.47204, -0.34157, -0.69889], [-1.29639, 0.89312, -0.75776], [-0.65454, 1.95246, -1.67063], [-0.19966, 1.36462, -3.00146], [0.59489, 2.53123, -0.89808], [-2.66106, 0.42910, -1.25431], [-3.68312, 1.31357, -1.12650], [-2.79587, -0.66587, -1.76930], [-1.01731, -1.14761, -1.01315], [-0.05492, -0.54937, 0.21514], [0.37447, -0.25572, -1.26241], [-1.45149, 1.26726, 0.25707], [-1.36133, 2.75687, -1.86283], [0.00607, 2.19718, -3.66661], [-0.92623, 0.69698, -3.46431], [0.68907, 0.73986, -2.93844], [1.49995, 2.37247, -1.47387], [0.39541, 3.55752, -0.61473], [0.62606, 2.03683, 0.06686], [-3.54082, 2.12099, -0.54631], [-4.43803, 1.30619, -1.78801], [0.36690, 2.02727, 3.19575], [0.16774, 3.57184, 3.03188], [0.11663, 2.72588, 2.58030], [3.22750, -4.35766, 1.58767], [3.53064, -3.37073, 0.37978], [2.88016, -3.65624, 1.02814], [3.65257, 0.94745, 2.72345], [3.06505, -0.21024, 3.57404], [3.48730, -0.00265, 2.73373], [2.21766, -0.64793, 1.58436], [1.84650, -2.09385, 1.41985], [1.58100, -1.21294, 1.09345], [1.70831, -0.74291, -3.86070], [3.07946, -1.00747, -3.33162], [2.16268, -0.95549, -3.03320], [-0.70231, -1.11153, 3.82785], [-1.35354, 0.16668, 4.23376], [-0.52226, -0.16332, 3.85263], [-0.72489, -3.31490, 1.22756], [-1.09841, -3.57488, -0.22461], [-1.13474, -2.89159, 0.46606]], "atomic_forces_ev_per_a": [[1.06, 0.50, 0.35], [-0.89, -0.18, 0.10], [1.25, -0.18, 0.66], [-0.39, -0.25, -0.29], [-1.47, -0.40, -0.04], [-0.74, -0.20, -0.56], [0.85, 0.08, 0.23], [0.24, 0.09, -0.12], [-0.23, -0.09, -0.06], [-0.14, -0.28, 0.45], [-0.04, -0.11, -0.42], [0.35, 0.11, 0.00], [-0.20, -0.15, 0.11], [0.12, -0.09, -0.25], [-0.44, 0.28, -0.11], [0.26, 0.42, 0.32], [0.16, 0.31, 0.15], [0.40, 0.36, -0.34], [0.57, -0.20, 0.14], [-0.15, 0.25, -0.22], [-0.26, -0.23, 0.16], [-0.10, 0.14, 0.12], [0.08, -0.11, 0.22], [-0.06, -0.18, -0.39], [0.35, 0.09, -0.30], [0.20, -0.28, 0.21], [-0.57, 0.06, 0.20], [-0.02, -0.10, 0.15], [0.09, 0.19, 0.10], [-0.05, 0.00, -0.14], [-0.29, 0.02, -0.32], [-0.17, 0.04, -0.57], [0.24, 0.15, 0.58], [-0.07, -0.17, 0.15], [0.06, -0.08, 0.32], [0.01, 0.13, -0.49], [0.34, 0.02, -0.13], [0.41, 0.16, -0.12], [-0.70, -0.06, 0.22], [0.04, 0.06, -0.01], [-0.12, 0.25, 0.32], [0.05, -0.38, -0.39]]}

***

{"formula": "C5H27N8O12", "method": "ωB97M-V with the def2-TZVPD basis set", "charge": -1, "species": ["O", "C", "O", "O", "H", "C", "O", "N", "N", "H", "H", "H", "H", "C", "O", "N", "N", "H", "H", "H", "H", "C", "O", "N", "N", "H", "H", "H", "H", "C", "O", "N", "N", "H", "H", "H", "H", "O", "H", "H", "O", "H", "H", "O", "H", "H", "O", "H", "H", "O", "H", "H"], "positions_angstrom": [[1.67615, 0.20723, 1.78329], [0.43644, 0.07658, 1.42180], [-0.38037, -0.18841, 2.32510], [0.18591, 0.18482, 0.24327], [1.82069, 0.51827, 0.88665], [2.59666, 3.68007, 0.09676], [2.42706, 4.57615, 0.92774], [3.41323, 2.70227, 0.28956], [1.92361, 3.53417, -0.95565], [3.71448, 2.15453, -0.50375], [3.89683, 2.61368, 1.17183], [1.23528, 4.25385, -1.12404], [2.06118, 2.69682, -1.50339], [2.18973, 0.56083, -3.05458], [2.66284, 1.47365, -2.45192], [1.63141, -0.45792, -2.42925], [2.45537, 0.41703, -4.28431], [1.17121, -1.19999, -2.93682], [1.35759, -0.21137, -1.48885], [3.01032, 1.18426, -4.63571], [2.12163, -0.40580, -4.76562], [-1.68729, -0.42303, -3.61848], [-2.21595, -0.16302, -4.67807], [-1.74984, 0.38662, -2.57403], [-1.10899, -1.54635, -3.26482], [-2.30580, 1.22850, -2.52647], [-1.35197, 0.02500, -1.71903], [-0.91728, -1.75936, -2.29632], [-1.00526, -2.25206, -3.97989], [-3.30984, -2.68726, -0.39351], [-3.70069, -3.73254, -0.78836], [-2.33432, -2.65369, 0.50926], [-3.70552, -1.47359, -0.73734], [-2.17300, -1.71128, 0.83474], [-1.77015, -3.45739, 0.74566], [-3.47298, -0.60582, -0.27583], [-4.28754, -1.34475, -1.55266], [-1.74870, -2.25694, 3.64531], [-1.30793, -3.09618, 3.51256], [-1.59209, -1.77272, 2.83461], [0.77924, -1.32451, 4.98160], [0.01696, -1.89875, 4.90813], [0.98982, -1.08843, 4.07819], [3.84649, -0.16223, 3.24240], [3.03221, -0.04614, 2.75279], [3.62156, -0.77827, 3.93962], [-2.62649, 1.04094, 0.25821], [-1.69576, 1.01653, 0.48048], [-2.89750, 1.93697, 0.45798], [-1.99306, 0.67497, 4.22947], [-1.59702, 0.23769, 3.47570], [-1.33856, 1.31637, 4.50603]], "atomic_forces_ev_per_a": [[2.01, 0.73, -0.35], [-4.20, -1.90, 3.98], [-0.27, -0.45, 0.08], [-0.66, 0.64, -4.18], [2.86, 0.77, -0.70], [-0.21, 2.94, 4.40], [0.02, 0.66, 0.28], [3.98, -3.87, 1.23], [-3.65, 0.93, -4.73], [0.01, -0.16, 0.32], [0.00, 0.18, -0.33], [0.11, -0.42, -0.33], [-0.52, 0.20, -0.50], [0.08, -2.03, 2.46], [1.29, 3.61, 2.18], [-1.16, -1.33, 1.12], [0.50, -0.47, -5.27], [-0.15, 0.35, 0.35], [-0.49, -0.49, 0.27], [-0.18, -0.57, -0.74], [0.40, 0.61, -0.52], [-2.16, 1.92, 0.04], [0.15, -0.24, -1.59], [0.35, 1.66, 2.07], [1.95, -3.56, -0.57], [0.19, -0.42, -0.23], [-0.24, 0.77, 0.23], [-0.18, -0.20, -0.33], [-0.18, -0.06, 0.41], [1.06, 0.05, 1.07], [-1.80, -2.99, -2.27], [1.69, 1.24, 1.63], [-1.84, 2.32, -1.67], [1.05, -0.44, 0.51], [-0.47, 0.39, 0.04], [0.40, -0.16, 0.16], [-0.04, -0.42, 0.29], [-0.24, -0.56, 0.58], [-0.01, -0.29, -0.13], [0.34, 0.48, -0.18], [0.80, -0.19, 0.58], [-0.51, 0.17, -0.19], [-0.33, 0.27, -0.36], [0.82, -0.07, 0.25], [-0.31, 0.09, -0.08], [-0.03, -0.10, 0.24], [-0.55, 0.18, -0.27], [0.83, -0.35, 0.16], [-0.21, 0.14, 0.18], [-0.94, 0.46, 0.67], [0.45, -0.02, -0.25], [0.21, -0.01, 0.00]]}

***

{"formula": "C5H27NO11", "method": "ωB97M-V with the def2-TZVPD basis set", "relative_energy_ev": 5.0857, "smiles": "N[C@@H](C=O)CCC=O.O.O.O.O.O.O.O.O.O", "species": ["N", "C", "C", "O", "C", "C", "C", "O", "H", "H", "H", "H", "H", "H", "H", "H", "H", "O", "H", "H", "O", "H", "H", "O", "H", "H", "O", "H", "H", "O", "H", "H", "O", "H", "H", "O", "H", "H", "O", "H", "H", "O", "H", "H"], "positions_angstrom": [[-1.31361, 0.00127, 2.77730], [-0.74453, 1.19066, 2.19029], [0.28894, 1.42697, 3.34820], [1.43257, 1.50181, 3.02748], [-0.22310, 0.97437, 0.74016], [-1.23073, 1.02026, -0.35342], [-1.91184, 2.31668, -0.76282], [-2.73116, 2.12058, -1.61859], [-2.27836, 0.13921, 3.10692], [-1.15634, -0.94657, 2.37466], [-1.52960, 2.03098, 2.25466], [-0.31673, 1.61209, 4.17307], [0.55732, 1.84508, 0.73850], [0.37734, 0.04767, 0.60982], [-0.67312, 0.69413, -1.28390], [-2.02249, 0.17740, -0.30435], [-1.47720, 3.20465, -0.36683], [2.46793, 0.52694, -0.38875], [2.37752, 0.86579, -1.23498], [3.41392, 0.17589, -0.13870], [0.28510, 4.29419, 0.93037], [1.07920, 3.94010, 0.47564], [0.30066, 3.87694, 1.83684], [1.48349, -3.76123, 1.74771], [1.29707, -4.58648, 1.24880], [2.26611, -3.97966, 2.29966], [-0.58929, -0.93481, -3.23274], [0.40408, -1.40803, -3.16022], [-1.19871, -1.52828, -2.81604], [2.70192, 3.20494, 0.50474], [3.19328, 3.05118, 1.46298], [2.54675, 2.32776, 0.24620], [-0.49498, -2.10151, 0.44204], [-0.74087, -3.03069, 0.28778], [0.37779, -2.25828, 0.80481], [3.36681, -1.44306, -3.07752], [3.74973, -1.44115, -2.19469], [2.73391, -0.71923, -3.15084], [-1.85205, -3.86221, -2.17353], [-2.76209, -3.89415, -1.75691], [-1.88017, -2.90238, -2.08938], [-3.26000, -1.50829, -2.30513], [-3.65180, -1.36715, -3.23848], [-2.66269, -0.89441, -1.98080]], "atomic_forces_ev_per_a": [[-1.99, -1.62, 0.72], [-0.75, -0.34, 0.21], [-1.44, 0.88, -5.99], [2.10, -0.10, 1.67], [2.20, 1.82, 2.21], [-0.19, -1.51, -1.00], [0.75, -3.65, -0.40], [-1.17, 1.78, -0.50], [0.81, -0.57, -0.40], [-0.16, 1.52, 0.00], [1.04, -1.00, -0.36], [0.01, 0.11, 2.90], [-1.39, -1.56, -0.89], [-0.51, 0.74, 0.65], [-0.55, 0.52, 0.66], [1.06, 1.42, 0.45], [-0.17, 1.59, 0.21], [2.56, -2.24, 3.91], [0.52, 0.78, -2.74], [-2.77, 1.33, -1.44], [-0.31, -0.54, 1.12], [-0.21, 0.27, 0.73], [0.20, 0.70, -1.60], [0.62, -1.02, 0.01], [0.23, 0.74, 0.49], [-0.78, 0.25, -0.53], [4.88, -0.90, -0.26], [-4.37, 1.64, -0.16], [-0.09, -0.71, 0.08], [2.80, 1.51, 4.23], [-2.07, 0.75, -3.65], [-0.37, -2.39, -0.61], [-0.35, -0.90, -0.21], [-0.40, 0.45, -0.21], [0.62, 0.29, 0.33], [-0.05, -0.16, -0.29], [-0.29, 0.21, -0.05], [0.28, -0.05, 0.28], [-1.82, 0.18, 1.37], [1.15, -0.99, -0.75], [0.61, 0.17, -0.42], [-3.04, -2.65, -2.52], [1.57, 0.39, 2.52], [1.23, 2.87, 0.25]]}

***

{"formula": "C5H27NO8", "method": "ωB97M-V with the def2-TZVPD basis set", "relative_energy_ev": 1.9896, "smiles": "C/C=C(\\C)NC.O.O.O.O.O.O.O.O", "species": ["C", "C", "C", "C", "N", "C", "H", "H", "H", "H", "H", "H", "H", "H", "H", "H", "H", "O", "H", "H", "O", "H", "H", "O", "H", "H", "O", "H", "H", "O", "H", "H", "O", "H", "H", "O", "H", "H", "O", "H", "H"], "positions_angstrom": [[0.37086, -3.19606, 0.46968], [-0.73755, -2.18262, 0.41566], [-0.69692, -1.14206, -0.41494], [0.48423, -0.78774, -1.26755], [-1.74092, -0.09161, -0.44616], [-1.37065, 0.85873, 0.63860], [0.90607, -3.09046, 1.42139], [0.06358, -4.22179, 0.28269], [1.17857, -3.01938, -0.24223], [-1.61741, -2.36052, 1.02024], [0.75250, -1.66238, -1.86087], [1.39485, -0.48229, -0.74464], [0.32130, -0.04095, -2.03890], [-2.57744, -0.56422, -0.10694], [-2.28656, 1.24822, 1.08201], [-0.88140, 0.39925, 1.50394], [-0.61288, 1.58318, 0.32187], [-1.85220, 0.20565, -3.23107], [-2.00933, -0.09714, -2.31683], [-1.29904, 0.95750, -3.01985], [0.15163, -3.36539, -3.00155], [-0.58126, -3.16374, -2.40508], [-0.04075, -2.79759, -3.74789], [-2.84458, -0.81983, 2.48698], [-3.05363, -1.25017, 3.32376], [-1.91736, -0.60131, 2.63644], [2.32790, 2.24114, 1.17942], [2.98942, 2.73396, 1.68166], [2.79420, 1.41055, 0.97967], [1.28973, 2.49952, -2.19568], [0.75066, 2.91608, -2.87524], [1.56927, 1.65241, -2.55662], [0.76413, 1.36996, 3.31708], [1.11751, 2.03374, 2.70718], [-0.15341, 1.55018, 3.50021], [2.63413, -0.44062, 1.63149], [1.91823, -0.24722, 2.25634], [3.37439, -0.56591, 2.23827], [0.14832, 3.44506, 0.07522], [0.52175, 2.89529, -0.63522], [1.00829, 3.82911, 0.29353]], "atomic_forces_ev_per_a": [[0.77, 0.34, 0.16], [0.17, -0.51, -1.06], [-0.25, 1.52, -0.10], [0.92, -0.49, -0.69], [0.73, -1.61, 1.58], [0.14, 0.19, 0.08], [-0.31, -0.46, 0.15], [-0.25, -0.11, 0.39], [-0.30, 0.26, -0.25], [-0.04, 0.09, 0.07], [0.29, 0.01, 0.21], [-0.22, -0.11, 0.41], [-0.62, 0.21, 0.31], [-0.09, 0.15, -0.04], [0.11, 0.74, -0.52], [0.15, -0.58, -0.27], [-0.89, 0.04, -0.05], [-0.06, -0.25, -0.10], [-0.19, 0.10, -0.01], [0.11, 0.41, -0.24], [-0.27, -0.21, 0.13], [0.07, -0.16, 0.11], [0.03, 0.15, -0.40], [0.13, -0.18, 0.69], [-0.44, -0.11, -0.09], [0.06, 0.12, -0.37], [0.82, 0.34, 0.16], [-0.02, 0.12, -0.11], [-0.45, -0.17, 0.13], [0.11, -0.10, -0.25], [0.02, 0.04, -0.06], [0.01, -0.01, -0.01], [0.58, -0.54, 0.33], [-0.32, -0.11, -0.30], [-0.30, 0.37, -0.09], [0.21, -0.17, 0.47], [-0.32, 0.23, -0.21], [0.13, -0.16, -0.23], [0.72, 0.52, -0.34], [-0.61, -0.22, -0.19], [-0.33, 0.33, 0.60]]}

***

no.,total energy (a.u.)
1,-917.9616
2,-1547.8871
3,-1088.9500
4,-863.3197